No. 1
C2H6N3O2 | ωB97M-V with the def2-TZVPD basis set

The geometry in XYZ format:
```
13
Properties=species:S:1:pos:R:3:forces:R:3
C 0.9794 0.2719 -1.3295 0.378 3.626 3.173
O 1.3229 0.3223 1.4810 1.527 0.182 -1.013
N 0.0163 -0.0097 -0.2428 -0.262 0.984 -0.341
C -1.3689 -0.1159 -0.5624 -0.956 -2.058 -2.129
H -1.7724 0.7324 -1.1360 0.320 -0.006 0.635
H 1.8272 0.6569 -0.7658 0.363 0.124 -0.143
H -1.4106 -0.9888 -1.2594 -0.324 0.620 0.293
H 0.7139 1.1167 -1.9793 -0.574 -0.798 0.003
O 0.5148 -0.4305 3.3448 -1.067 -0.035 -0.161
N 0.2716 0.0330 1.0036 0.102 0.244 0.313
H -1.9575 -0.4182 0.2861 -0.174 0.378 0.395
H 1.3210 -0.5920 -1.7160 0.561 -2.932 -1.956
N -0.4576 -0.5780 2.8758 0.108 -0.328 0.931
```
Positions in Å, forces in eV/Å.

Output
* M: 104.09 g/mol
* net charge: +1
* max |F|: 4.833 eV/Å
* HOMO level (alpha / beta): -15.3 / -15.3 eV
* energy relative to the best compared isomer or geometry (same formula, charge and spin): 5.066 eV
* total energy: -394.095262 Ha
* frontier orbital gap (alpha / beta): 8.7 / 8.7 eV



No. 2
C2H6N3O2 | ωB97M-V with the def2-TZVPD basis set

The geometry in XYZ format:
```
13
Properties=species:S:1:pos:R:3:forces:R:3
H -1.0383 1.6642 0.4768 0.633 2.770 0.419
N -0.3424 -0.1268 -0.1928 2.103 3.512 1.024
H -0.6579 -1.5786 -1.4116 -0.551 0.134 1.134
O -2.4312 0.2359 0.6329 1.494 -0.297 0.082
N 1.6938 1.2052 -0.2105 0.736 -0.244 0.368
H 1.4178 1.3982 -1.1592 -0.449 0.073 -0.044
H 2.6462 1.4489 -0.0305 0.681 0.261 0.319
N -0.6591 -1.4137 -0.3722 -0.940 -2.654 -2.211
H -2.2967 -0.7561 0.6870 -0.694 0.505 -0.413
H 0.1267 -1.9819 -0.0875 0.095 -0.255 0.747
O 1.4984 -0.8457 1.0120 1.713 0.227 0.697
C -1.2330 0.6786 0.3242 -1.701 -3.748 -0.585
C 1.2754 0.0719 0.3314 -3.122 -0.284 -1.538
```
Positions in Å, forces in eV/Å.

Output
* M: 104.09 g/mol
* net charge: +1
* max |F|: 4.220 eV/Å
* HOMO level: -15.4 eV
* energy relative to the best compared isomer or geometry (same formula, charge and spin): 0.621 eV
* total energy: -394.258604 Ha
* SMILES string: NC(=O)/[N+](N)=C/O
* frontier orbital gap: 11.3 eV



No. 3
C2H6N3O2 | ωB97M-V with the def2-TZVPD basis set

The geometry in XYZ format:
```
13
Properties=species:S:1:pos:R:3:forces:R:3
O -2.8257 -1.1434 0.7809 -4.900 -2.266 0.431
N 1.3585 0.5199 0.3081 -1.160 -1.029 -3.069
C 2.5158 0.5858 -0.2191 -3.456 -0.039 2.194
H 3.1545 0.9591 0.4834 3.174 1.242 0.594
N -1.8467 -0.5026 0.6455 0.100 4.507 2.525
C -0.9498 -0.7803 -0.2253 5.566 -0.800 -0.123
O -1.3508 0.4444 1.5502 -0.071 0.095 0.964
H 0.0744 -1.2800 -1.8374 -0.676 0.804 0.916
H -1.0996 -0.1093 -2.1266 -1.311 0.011 -0.237
H 2.6348 0.2529 -1.2006 0.827 -0.658 -1.286
H 1.1466 0.9926 1.1438 0.564 0.371 1.662
N -0.7484 -0.7599 -1.4394 1.076 -1.305 -3.739
H -2.0635 0.8208 2.1365 0.268 -0.932 -0.830
```
Positions in Å, forces in eV/Å.

Output
* M: 104.09 g/mol
* net charge: +1
* max |F|: 5.624 eV/Å
* spin multiplicity: 3
* HOMO level (alpha / beta): -12.4 / -13.8 eV
* energy relative to the best compared isomer or geometry (same formula, charge and spin): 3.883 eV
* total energy: -393.950336 Ha
* frontier orbital gap (alpha / beta): 7.2 / 6.4 eV